Record 1
Here is C3H3OP in the gas phase at a distorted geometry from OMol25. Energies are from ωB97M-V/def2-TZVPD.

Structure (XYZ):
```
8
Properties=species:S:1:pos:R:3:forces:R:3
O -2.38623 -0.72297 0.60580 -0.1533 0.1014 -0.1807
P -2.00300 0.29538 -0.39917 1.8819 -0.2270 0.9653
C -0.07250 0.50558 -0.35168 -1.7406 0.3292 -0.3554
C 0.83463 -0.65862 -0.14280 -0.3209 -0.9038 -0.0498
C 1.04710 0.27782 0.71541 -0.8187 0.2142 -1.4810
H 0.04501 1.12248 -1.25834 0.7854 0.0959 0.2939
H 0.90795 -1.65645 -0.59257 0.4495 0.6388 0.5608
H 1.62704 0.83677 1.42335 -0.0833 -0.2486 0.2469
```
Positions in Å, forces in eV/Å.

Its charge is 0. The value obtained for the LUMO energy is -0.0185 Ha. As for the orbital gap: 8.100 eV. The energy above the lowest of the compared OMol25 structures with the same formula, charge and spin is 59.8 kcal/mol. Its highest occupied orbital energy is -8.604 eV. The SMILES is O=PC1C=C1.

***

Record 2
Here is 2 unconnected molecules or ions with the total composition C3H3OP at a distorted geometry from OMol25. Energies are from ωB97M-V/def2-TZVPD.

Structure (XYZ):
```
8
Properties=species:S:1:pos:R:3:forces:R:3
C -0.06156 -0.06618 0.37607 -0.9316 -4.5821 2.7597
C 0.43123 0.83695 -0.22719 -0.1264 2.2237 -1.5030
C -0.42037 -2.32300 1.53484 0.6284 3.1291 0.9175
O -1.22937 -2.97709 1.10439 -0.6436 -0.8818 -1.0334
P 0.88925 2.09911 -1.35611 0.5066 2.6428 0.9837
H 0.07288 -2.24587 2.53926 0.2055 0.2123 -1.0876
H -0.19969 3.18786 -1.49238 0.9812 -1.7618 0.6768
H 0.51763 1.48823 -2.47889 -0.6202 -0.9821 -1.7138
```
Positions in Å, forces in eV/Å.

Its charge is 0. The value obtained for the LUMO energy (alpha / beta) is -0.0591 / -0.0590 Ha. As for the orbital gap (alpha / beta): 6.665 / 6.669 eV. The energy above the lowest of the compared OMol25 structures with the same formula, charge and spin is 145.6 kcal/mol. Its highest occupied orbital energy (alpha / beta) is -8.274 / -8.275 eV.

***

Record 3
Here is C3H3OP in the gas phase at a distorted geometry from OMol25. Energies are from ωB97M-V/def2-TZVPD.

Structure (XYZ):
```
8
Properties=species:S:1:pos:R:3:forces:R:3
C -1.02049 0.08276 0.83700 -0.9334 -1.2293 3.2444
C -0.83679 0.42366 -0.57286 -0.4006 0.2036 -2.0917
C -0.42047 -0.89261 -0.01434 5.5756 -2.3177 -0.0872
O 0.84148 -1.65960 0.18005 -1.8178 3.1469 1.7568
P -2.45545 -0.46465 -0.16658 -1.8955 2.6360 -0.4424
H -0.97273 0.43828 1.89848 0.2567 -0.2800 -1.5081
H -0.44405 1.32229 -1.13197 -0.5734 -1.5075 0.6877
H 1.02643 -2.26040 -0.51136 -0.2116 -0.6519 -1.5595
```
Positions in Å, forces in eV/Å.

Its charge is 0. The value obtained for the LUMO energy (alpha / beta) is 0.0352 / -0.0533 Ha. As for the orbital gap (alpha / beta): 6.990 / 8.024 eV. The energy above the lowest of the compared OMol25 structures with the same formula, charge and spin is 51.3 kcal/mol. As for the multiplicity: 3. Its highest occupied orbital energy (alpha / beta) is -6.034 / -9.473 eV.

***

Record 4
Here is a molecular structure, C3H3ORu at a distorted geometry from OMol25. Energies are from ωB97M-V/def2-TZVPD.

Structure (XYZ):
```
8
Properties=species:S:1:pos:R:3:forces:R:3
H 1.72810 -0.42641 -0.66017 0.1134 0.1007 0.2351
O 0.05741 -1.53677 0.89160 -2.7440 0.8097 -0.9239
C 1.13587 0.46552 -0.44149 1.7904 0.0649 -1.0800
C -0.20985 0.39125 -0.35556 -1.8272 0.6166 1.1971
C -0.77746 -0.77997 0.37390 3.1605 -0.9550 0.9217
H 1.65641 1.42254 -0.37451 -0.0072 -0.0051 -0.0216
H -0.82959 1.28994 -0.42240 -0.0465 -0.2780 -0.4705
Ru -2.76089 -0.82610 0.98864 -0.4392 -0.3537 0.1420
```
Positions in Å, forces in eV/Å.

Its charge is +2. The value obtained for the LUMO energy (alpha / beta) is -0.4140 / -0.5374 Ha. As for the orbital gap (alpha / beta): 8.859 / 5.020 eV. The energy above the lowest of the compared OMol25 structures with the same formula, charge and spin is 14.4 kcal/mol. As for the multiplicity: 6. Its highest occupied orbital energy (alpha / beta) is -20.123 / -19.644 eV.

***

Record 5
Here is C3H4 in the gas phase at a distorted geometry from OMol25. Energies are from ωB97M-V/def2-TZVPD.

Structure (XYZ):
```
7
Properties=species:S:1:pos:R:3:forces:R:3
C 1.69398 -0.03867 0.02290 0.1944 0.4004 -0.1227
C 0.48855 -0.06081 0.04294 1.1314 0.5015 0.1448
C -0.96221 -0.01012 0.01356 -0.4727 0.1395 -0.8051
H 2.76876 0.13719 -0.04055 -0.9780 -0.4083 0.1320
H -1.33988 1.00052 -0.33400 0.4809 -1.2386 0.2851
H -1.39226 -0.21664 0.99384 -0.0022 -0.0420 -0.0703
H -1.25694 -0.81147 -0.69868 -0.3538 0.6474 0.4362
```
Positions in Å, forces in eV/Å.

Its charge is 0. The value obtained for the LUMO energy is 0.0406 Ha. As for the orbital gap: 11.057 eV. The energy above the lowest of the compared OMol25 structures with the same formula, charge and spin is 1.8 kcal/mol. Its highest occupied orbital energy is -9.952 eV. The SMILES is C#CC.

***

Record 6
Here is 2 unconnected molecules or ions with the total composition C3H4 at a distorted geometry from OMol25. Energies are from ωB97M-V/def2-TZVPD.

Structure (XYZ):
```
7
Properties=species:S:1:pos:R:3:forces:R:3
C -1.79961 1.24737 -0.56967 0.6365 3.8559 -3.1253
C -1.75302 0.58454 0.40633 0.1749 -2.2830 2.5194
C 1.27045 -0.96161 0.35293 0.1198 0.6311 0.5557
H -1.60671 2.18286 -1.15228 -0.5994 -1.6254 0.5557
H 0.66527 -1.60919 0.92248 -0.3892 -0.0849 1.3171
H 1.88731 -0.12662 0.65158 -0.3079 -0.1868 0.3568
H 1.33631 -1.31734 -0.61138 0.3652 -0.3069 -2.1794
```
Positions in Å, forces in eV/Å.

Its charge is 0. The value obtained for the LUMO energy (alpha / beta) is 0.0005 / -0.1015 Ha. As for the orbital gap (alpha / beta): 11.266 / 6.150 eV. The energy above the lowest of the compared OMol25 structures with the same formula, charge and spin is 141.2 kcal/mol. Its highest occupied orbital energy (alpha / beta) is -11.254 / -8.911 eV.